(1)
The following is a DFT calculation (ωB97M-V/def2-TZVPD) of a molecular structure, C12H33FN3O3Pd.

```
! wB97M-V def2-TZVPD RIJCOSX def2/J DEFGRID3
* xyz 1 3
H 1.312 -2.952 -5.137
C 2.418 0.466 0.089
H -2.698 1.779 2.444
H -4.351 1.436 2.532
H 2.758 0.701 -2.108
Pd -1.773 -3.016 -1.344
H 4.440 1.428 0.469
C 2.779 -0.056 -1.325
C 3.373 1.624 0.568
H -3.539 0.986 -1.004
H -5.786 2.183 0.384
C 1.857 -3.091 -4.203
H -2.862 2.853 0.212
H 1.929 -3.851 0.593
H 2.338 -2.116 -4.126
H 0.832 -2.621 0.964
H -2.324 3.449 3.998
H 2.543 -3.930 -4.320
F -1.231 -1.094 -0.372
H 0.077 -4.084 -3.493
H -4.939 3.198 -0.799
C 4.035 1.612 2.894
O 0.338 -3.752 -0.776
C -3.708 2.281 0.594
H -2.879 0.492 0.358
H 3.115 2.446 -0.100
H -3.572 4.728 4.292
O 3.094 2.020 1.976
C -3.663 2.180 2.132
C 0.862 -3.632 0.560
H -3.840 2.954 4.546
H 4.840 2.346 2.908
H 0.353 -4.368 1.182
H 3.688 1.684 3.925
H 2.158 -0.901 -1.622
N 1.100 1.012 -0.029
N -0.177 -2.209 -2.941
H 0.052 -1.608 -3.719
H 2.305 -3.267 -1.582
C -3.377 3.720 3.924
H 1.684 -4.875 -1.871
N -3.682 0.987 -0.004
C 1.392 -3.830 -1.776
O -3.836 3.452 2.657
C 0.756 -3.319 -3.115
H 0.797 1.333 0.880
H 0.054 -1.562 -2.201
H 3.774 -0.502 -1.341
C -4.995 2.921 0.253
H 0.410 0.294 -0.197
H 2.703 -0.364 0.736
H 4.316 0.583 2.671
H -5.251 3.848 0.766
*
```

## Properties
expectation value of S²	2.01
E_LUMO (spin up / spin down)	-5.35 / -7.50	eV
molecular weight	392.8	g/mol
E_HOMO (spin up / spin down)	-11.1381 / -11.1142	eV
ΔE to the lowest compared entry with this formula, charge and spin	135.7	kcal/mol

(2)
The following is a DFT calculation (ωB97M-V/def2-TZVPD) of a molecular structure, C12H33InN3O3.

```
! wB97M-V def2-TZVPD RIJCOSX def2/J DEFGRID3
* xyz 3 1
H 3.953 -5.906 -2.206
H -3.422 5.198 -1.544
H 0.021 0.507 4.428
H 5.198 -4.683 -1.636
C -7.857 1.919 0.164
H 1.863 -4.751 -2.044
H 4.174 -2.977 -2.442
H 3.636 -2.174 -6.308
H 3.960 -4.004 -4.791
H 2.095 -3.051 -6.406
N -5.552 1.292 0.363
C 1.993 0.876 4.447
N 2.381 -3.910 -1.832
H -5.608 1.637 1.311
H 2.385 -4.538 -4.413
O -4.725 3.683 -0.981
H 2.250 -1.278 -6.028
H 0.920 -0.807 4.351
H -6.806 4.093 -0.902
C 3.551 -3.833 -2.704
C -6.436 2.076 -0.426
C 2.646 -2.281 -5.866
H -7.935 2.125 1.232
C 1.995 0.543 5.976
H 4.134 0.956 4.363
H 1.829 1.952 4.498
H -8.293 0.935 -0.008
N 0.828 0.120 3.961
C -4.458 5.039 -1.246
H -6.341 1.677 -1.436
H 5.346 0.514 1.772
H -4.596 5.656 -0.358
H 2.718 -4.215 -0.930
C -6.048 3.549 -0.338
H -5.990 3.874 0.701
O 2.557 -2.515 -4.447
C 3.342 0.563 3.725
O 3.405 1.010 2.362
H 5.289 1.988 2.774
C 4.747 1.381 2.048
H 5.160 -5.069 -3.292
H 2.105 -0.526 6.158
In -0.486 0.522 -1.327
H 4.734 1.996 1.148
H 1.006 0.671 6.416
H 3.464 -0.519 3.675
H 2.800 1.077 6.481
C 4.509 -4.994 -2.421
C 3.112 -3.771 -4.146
H -8.486 2.658 -0.333
H -5.145 5.353 -2.032
H -5.923 0.361 0.486
*
```

## Properties
E_LUMO	-14.66	eV
molecular weight	382.2	g/mol
E_HOMO	-16.1123	eV
ΔE to the lowest compared entry with this formula, charge and spin	140.0	kcal/mol

(3)
The following is a DFT calculation (ωB97M-V/def2-TZVPD) of a molecular structure, C12H34FeN2O10P.

```
! wB97M-V def2-TZVPD RIJCOSX def2/J DEFGRID3
* xyz -1 5
H 5.048 -14.090 -34.037
H 1.533 -11.578 -39.302
O 2.701 -9.534 -37.443
H -1.492 -9.793 -37.698
H 1.332 -12.611 -34.840
N -0.144 -11.155 -34.887
O 4.282 -10.971 -33.055
C -0.432 -8.153 -38.159
C 0.094 -8.542 -39.526
P 2.970 -8.945 -36.017
C -3.122 -6.051 -36.813
Fe 1.027 -10.124 -36.380
O 1.599 -8.277 -35.779
O -2.126 -7.024 -36.945
C -0.543 -13.521 -34.296
H 0.282 -7.499 -37.652
H 5.010 -12.715 -32.202
H -0.188 -12.032 -39.169
H 1.372 -6.548 -35.799
C 4.872 -13.039 -34.306
H 3.335 -12.737 -32.862
H 0.983 -13.302 -39.027
O 2.750 -10.208 -35.143
O 3.947 -12.995 -35.362
C 0.176 -12.941 -36.615
H 0.922 -9.246 -39.456
H -0.881 -12.875 -36.922
H -1.619 -13.503 -34.480
H -1.207 -8.816 -36.537
H 5.842 -12.618 -34.590
H 3.596 -12.071 -35.459
O 0.906 -5.691 -35.623
H -0.182 -14.553 -34.306
H 0.426 -7.666 -40.080
C 0.830 -12.241 -38.812
H 0.092 -10.991 -33.909
H -0.680 -9.064 -40.107
O 4.258 -8.170 -35.937
H 3.694 -10.632 -33.797
H -0.422 -13.247 -33.241
C -1.654 -7.215 -38.244
C -0.120 -6.536 -33.591
H 0.965 -7.995 -34.217
C 0.822 -5.509 -34.213
N -0.683 -9.313 -37.277
C 4.365 -12.381 -33.017
H 0.571 -13.945 -36.793
H -4.009 -6.358 -37.387
O 0.501 -7.803 -33.357
H -1.357 -6.299 -38.767
H -2.794 -5.082 -37.192
H -0.459 -6.150 -32.623
H 1.859 -5.530 -33.853
H -2.447 -7.680 -38.862
O 0.910 -12.031 -37.424
H -3.483 -5.963 -35.792
H -1.161 -11.082 -34.904
C 0.283 -12.557 -35.138
H 0.516 -4.474 -34.027
H -0.987 -6.703 -34.235
*
```

## Properties
expectation value of S²	6.01
E_LUMO (spin up / spin down)	2.05 / 2.05	eV
molecular weight	453.2	g/mol
E_HOMO (spin up / spin down)	-4.0973 / -4.3847	eV
ΔE to the lowest compared entry with this formula, charge and spin	15.4	kcal/mol

(4)
The following is a DFT calculation (ωB97M-V/def2-TZVPD) of 8 unconnected molecules or ions with the total composition C12H34N2O14.

```
! wB97M-V def2-TZVPD RIJCOSX def2/J DEFGRID3
* xyz 0 1
O 0.582 -5.236 2.341
H 0.267 -3.203 0.387
C -3.088 3.678 -0.927
H 1.966 -3.054 0.857
H -3.031 0.201 5.016
O -1.933 -1.329 5.953
H 2.459 7.273 -4.013
O 2.411 -0.092 -0.758
H -0.519 -3.148 4.606
H -2.584 3.712 -1.893
C 2.064 -0.636 -2.023
O -0.454 2.041 0.736
H 1.410 2.524 -1.244
H -0.852 -0.801 0.218
O -0.413 -2.092 2.413
C 1.280 -3.535 0.160
O -2.045 1.071 1.865
H -0.772 0.963 -5.052
H -3.881 4.426 -0.893
H 1.003 -0.856 -2.146
O 1.121 -7.039 0.975
C 2.552 6.387 -4.642
O 1.382 -4.924 0.147
H -0.800 3.388 -3.990
O 1.242 5.626 -2.253
H 1.283 -7.668 2.970
N -1.437 -2.600 2.821
H -3.843 1.995 -1.747
C -1.464 0.040 -0.109
H 1.239 -8.881 1.695
H -2.332 -3.542 4.504
H 3.385 6.362 -5.344
H -1.964 0.832 6.073
H 0.580 2.302 -4.064
C 0.818 -7.929 2.019
O 2.795 5.221 -3.871
N -1.359 1.201 0.859
H -0.259 -8.015 2.167
O -2.593 -2.492 2.319
H -2.488 -0.331 -0.152
C 2.215 3.240 -1.077
H 1.587 -3.282 -0.855
H 2.954 2.632 -0.554
C 0.996 -5.705 1.275
H -1.074 0.303 -1.093
C -0.446 2.396 -3.708
H 2.016 3.995 -0.317
H -1.126 -4.392 3.447
H 1.619 6.199 -5.174
C -1.363 -3.488 4.007
H 2.210 0.145 -2.769
H 2.804 -1.421 -2.174
H 3.353 0.096 -0.770
H -1.304 0.084 4.582
C -2.030 -0.014 5.390
O -3.703 2.368 -0.873
O 2.696 3.850 -2.306
H -1.296 -1.330 6.672
C 2.167 4.976 -2.773
H -0.452 2.467 -2.621
O -1.133 1.258 -4.213
H -2.417 3.784 -0.075
*
```

## Properties
E_LUMO	0.50	eV
molecular weight	430.4	g/mol
structure (SMILES)	C[N+](=O)[O-].C[N+](=O)[O-].COC(=O)OC.COC(=O)OC.CO.CO.CO.CO
E_HOMO	-10.1135	eV
ΔE to the lowest compared entry with this formula, charge and spin	32.1	kcal/mol